Formula: C30H46ClCsNO7PS
Source: the Open Molecules 2025 dataset
Level of theory: ωB97M-V with the def2-TZVPD basis set

```
! wB97M-V def2-TZVPD RIJCOSX def2/J DEFGRID3
* xyz -2 1
Cs 1.874 0.812 -3.619
C 5.094 2.141 1.130
C 3.868 2.798 1.762
C 4.094 3.035 3.262
C 2.591 2.009 1.555
C 2.479 0.681 1.939
C 1.279 -0.011 1.839
C 1.236 -1.408 2.446
C 1.149 -1.317 3.976
C 2.445 -2.267 2.046
C 0.133 0.623 1.306
C 0.222 1.986 0.975
C 1.455 2.630 1.079
C -0.921 2.928 0.627
C -2.066 2.345 -0.177
C -1.436 3.638 1.886
C -1.192 -0.105 1.417
C -1.795 0.099 2.666
C -2.963 -0.529 3.056
C -3.554 -1.433 2.191
C -2.985 -1.638 0.945
C -1.835 -0.977 0.499
P -1.286 -1.262 -1.281
C -0.946 -3.145 -1.305
C -2.117 -4.127 -1.374
C -0.009 -3.363 -2.508
C -0.132 -3.466 -0.051
C -2.891 -1.054 -2.336
C -2.607 -1.729 -3.681
C -4.241 -1.558 -1.814
C -3.067 0.443 -2.623
H 5.954 2.815 1.186
H 4.908 1.888 0.088
H 5.357 1.212 1.645
H 3.730 3.773 1.286
H 4.230 2.079 3.776
H 3.232 3.538 3.707
H 4.987 3.645 3.427
H 3.350 0.175 2.344
H 0.329 -1.901 2.105
H 1.992 -0.745 4.372
H 1.167 -2.320 4.417
H 0.224 -0.827 4.288
H 3.312 -2.033 2.671
H 2.722 -2.093 1.006
H 2.218 -3.330 2.175
H 1.502 3.678 0.794
H -0.487 3.694 -0.008
H -2.813 1.849 0.449
H -1.660 1.636 -0.891
H -2.543 3.150 -0.741
H -2.008 2.950 2.519
H -2.086 4.464 1.590
H -0.611 4.044 2.477
H -1.315 0.795 3.344
H -3.401 -0.317 4.025
H -4.453 -1.967 2.475
H -3.458 -2.353 0.290
H -2.723 -4.004 -2.270
H -2.763 -4.052 -0.496
H -1.708 -5.144 -1.390
H -0.475 -3.106 -3.460
H 0.299 -4.415 -2.545
H 0.887 -2.751 -2.395
H -0.740 -3.405 0.853
H 0.713 -2.780 0.026
H 0.267 -4.486 -0.122
H -2.576 -2.817 -3.608
H -1.681 -1.382 -4.132
H -3.415 -1.471 -4.375
H -4.240 -2.621 -1.565
H -4.980 -1.411 -2.609
H -4.577 -0.988 -0.947
H -2.141 0.907 -2.965
H -3.428 0.979 -1.748
H -3.808 0.569 -3.421
O 2.571 -1.504 -1.040
Cl 3.694 -0.770 -1.560
O 3.984 -1.214 -2.900
O 4.846 -0.989 -0.727
O 3.373 0.634 -1.597
O -0.843 5.811 -1.256
C 0.007 5.136 -1.877
O -0.112 4.074 -2.528
H 1.068 5.528 -1.802
O 1.723 1.327 -6.177
S 0.464 0.564 -6.464
N 0.061 -0.502 -5.548
*
```

Calculated values
- Largest force on an atom: 1.88 eV/Å
- HOMO energy: -2.72 eV
- Energy above the lowest of the compared OMol25 structures with the same formula, charge and spin: 42.9 kcal/mol
- LUMO energy: 3.95 eV

These are the Mulliken partial charges, in e, on atoms 1 to 5: 1.15 -1.43 -0.08 -1.47 0.60

---

Formula: C21H32N4O3
Source: the Open Molecules 2025 dataset
Level of theory: ωB97M-V with the def2-TZVPD basis set

```
! wB97M-V def2-TZVPD RIJCOSX def2/J DEFGRID3
* xyz 0 1
C 1.460 2.297 6.015
C 0.897 1.165 5.166
C 0.660 1.577 3.718
C 0.100 0.453 2.857
C -0.134 0.890 1.414
C -0.630 -0.194 0.492
C -1.527 -1.120 0.809
C -1.973 -2.186 -0.149
C -3.476 -2.445 -0.054
O -4.082 -2.202 0.977
N -4.097 -2.969 -1.146
C -5.529 -3.262 -1.058
C -6.231 -3.079 -2.398
C -6.027 -1.702 -2.973
C -5.754 -1.481 -4.425
C -4.647 -1.247 -3.437
C -4.418 0.204 -3.098
O -4.922 1.122 -3.718
N -3.645 0.415 -1.994
C -3.319 1.737 -1.538
C -1.862 2.047 -1.665
N -1.200 2.966 -1.045
C 0.073 2.792 -1.541
C 1.229 3.624 -1.122
N 0.181 1.828 -2.404
O -1.120 1.324 -2.499
C -3.419 -2.158 -3.417
C -3.421 -3.304 -2.388
H 1.623 1.984 7.047
H 2.416 2.645 5.617
H 0.778 3.150 6.029
H 1.581 0.311 5.188
H -0.045 0.813 5.597
H -0.027 2.431 3.693
H 1.602 1.932 3.285
H 0.787 -0.399 2.868
H -0.836 0.098 3.298
H -0.830 1.735 1.392
H 0.808 1.278 1.012
H -0.222 -0.191 -0.517
H -1.969 -1.163 1.796
H -1.650 -1.935 -1.160
H -1.492 -3.141 0.099
H -5.676 -4.284 -0.692
H -5.947 -2.591 -0.310
H -5.910 -3.835 -3.117
H -7.299 -3.253 -2.243
H -6.597 -0.920 -2.481
H -5.654 -2.366 -5.041
H -6.170 -0.608 -4.907
H -3.331 -0.370 -1.451
H -3.889 2.440 -2.147
H -3.599 1.889 -0.495
H 2.135 3.291 -1.621
H 1.041 4.669 -1.367
H 1.360 3.554 -0.042
H -3.270 -2.587 -4.410
H -2.544 -1.529 -3.237
H -2.398 -3.612 -2.184
H -3.911 -4.186 -2.800
*
```

Calculated values
- Largest force on an atom: 0.18 eV/Å
- HOMO energy: -9.35 eV
- Energy above the lowest of the compared OMol25 structures with the same formula, charge and spin: 74.8 kcal/mol
- LUMO energy: 0.72 eV
- Structure (SMILES): CCCCC/C=C/CC(=O)N1CC[C@@H]2C[C@]2(C(=O)NCc2nc(C)no2)CC1

These are the natural (NBO) partial charges, in e, on atoms 1 to 5: -0.60 -0.39 -0.39 -0.39 -0.43

---

Formula: C32H47HfN4O2SeSi
Source: the Open Molecules 2025 dataset
Level of theory: ωB97M-V with the def2-TZVPD basis set

```
! wB97M-V def2-TZVPD RIJCOSX def2/J DEFGRID3
* xyz 1 1
Hf -1.182 0.133 0.796
C -3.165 3.505 -1.190
C -3.159 2.118 -0.643
O -2.068 1.777 0.007
C -4.189 1.242 -0.793
C -4.215 -0.074 -0.258
C -5.458 -0.875 -0.492
N -3.217 -0.599 0.437
N -3.486 -1.906 0.874
C -2.503 -2.355 1.574
O -1.449 -1.581 1.830
C -2.472 -3.737 2.077
C -1.438 -4.155 2.909
C -1.406 -5.462 3.367
C -2.402 -6.354 2.996
C -3.435 -5.939 2.165
C -3.473 -4.635 1.705
H -2.384 3.593 -1.950
H -2.932 4.210 -0.391
H -4.124 3.763 -1.633
H -5.064 1.565 -1.335
H -6.151 -0.331 -1.127
H -5.935 -1.100 0.463
H -5.208 -1.836 -0.940
H -0.665 -3.452 3.193
H -0.602 -5.785 4.016
H -2.374 -7.376 3.354
H -4.211 -6.637 1.876
H -4.270 -4.302 1.055
C -0.414 4.470 1.570
N 0.789 3.767 1.985
C 0.847 2.560 2.558
Se -0.587 1.490 3.132
N 2.136 2.258 2.764
C 2.948 3.278 2.294
C 4.327 3.428 2.238
C 4.796 4.591 1.659
C 3.926 5.566 1.154
C 2.554 5.413 1.207
C 2.084 4.243 1.791
H -1.275 3.980 2.015
H -0.499 4.450 0.484
H -0.359 5.500 1.917
H 2.427 1.388 3.181
H 5.001 2.674 2.626
H 5.863 4.757 1.594
H 4.344 6.461 0.711
H 1.884 6.164 0.810
C 2.460 0.838 -3.016
C 1.717 1.047 -1.691
C 0.712 2.194 -1.875
C 2.720 1.547 -0.641
Si 0.813 -0.549 -1.032
C 2.060 -1.716 -0.089
C 1.421 -3.076 0.224
C 3.361 -1.979 -0.858
C 2.415 -1.092 1.272
C -0.149 -1.473 -2.452
C 0.739 -2.336 -3.358
C -0.879 -0.447 -3.331
C -1.248 -2.372 -1.860
H 3.008 1.751 -3.279
H 1.777 0.625 -3.841
H 3.183 0.025 -2.962
H 1.242 3.095 -2.208
H 0.201 2.435 -0.938
H -0.057 1.976 -2.615
H 3.113 2.528 -0.935
H 3.574 0.881 -0.515
H 2.240 1.665 0.340
H 1.241 -3.667 -0.673
H 0.479 -2.977 0.771
H 2.106 -3.654 0.856
H 3.173 -2.424 -1.837
H 3.985 -2.683 -0.294
H 3.951 -1.076 -1.011
H 1.518 -0.945 1.889
H 2.933 -0.135 1.175
H 3.073 -1.770 1.829
H 1.528 -1.757 -3.840
H 0.127 -2.782 -4.151
H 1.209 -3.156 -2.815
H -0.194 0.157 -3.927
H -1.505 0.233 -2.739
H -1.542 -0.971 -4.029
H -0.873 -3.161 -1.213
H -1.804 -2.852 -2.673
H -1.986 -1.798 -1.291
*
```

Calculated values
- Largest force on an atom: 0.84 eV/Å
- HOMO energy: -10.53 eV
- Energy above the lowest of the compared OMol25 structures with the same formula, charge and spin: 0.0 kcal/mol
- LUMO energy: -3.03 eV

These are the Mulliken partial charges, in e, on atoms 1 to 5: -0.02 -1.37 0.87 -0.56 -1.38

---

Formula: C4H10N2O2
Source: the Open Molecules 2025 dataset
Level of theory: ωB97M-V with the def2-TZVPD basis set

```
! wB97M-V def2-TZVPD RIJCOSX def2/J DEFGRID3
* xyz 0 1
N -1.667 2.426 -0.508
C -0.593 1.576 -0.976
C -0.999 0.069 -0.770
C -0.291 -0.443 0.496
N -0.838 -1.612 1.113
C 1.220 -0.674 0.415
O 2.072 -0.033 0.971
O 1.475 -1.593 -0.519
H -1.897 2.414 0.476
H -1.585 3.349 -0.908
H -0.429 1.827 -2.022
H 0.362 1.636 -0.439
H -2.070 -0.107 -0.671
H -0.722 -0.478 -1.679
H -0.391 0.413 1.205
H -0.880 -2.449 0.555
H -1.765 -1.452 1.480
H 2.284 -1.623 -1.037
*
```

Calculated values
- Largest force on an atom: 1.96 eV/Å
- HOMO energy: -9.07 eV
- Energy above the lowest of the compared OMol25 structures with the same formula, charge and spin: 42.4 kcal/mol
- LUMO energy: 0.68 eV
- Structure (SMILES): NCC[C@@H](N)C(=O)O

These are the natural (NBO) partial charges, in e, on atoms 1 to 5: -0.86 -0.21 -0.42 -0.14 -0.83

---

Formula: C3H11NO2
Source: the Open Molecules 2025 dataset
Level of theory: ωB97M-V with the def2-TZVPD basis set

```
! wB97M-V def2-TZVPD RIJCOSX def2/J DEFGRID3
* xyz 0 1
C 0.712 2.454 1.658
C 0.847 1.845 0.294
C -0.039 1.926 -0.691
N 0.044 1.219 -1.899
H -0.349 2.576 1.926
H 1.061 1.756 2.412
H 1.217 3.416 1.814
H 1.750 1.251 0.120
H -0.938 2.529 -0.560
H -0.219 1.762 -2.706
H 0.950 0.790 -2.018
O -1.551 -5.142 1.504
H -0.950 -4.993 0.769
H -2.398 -5.402 1.131
O -0.360 -2.151 -1.416
H 0.494 -2.574 -1.288
H -0.270 -1.263 -1.049
*
```

Calculated values
- Largest force on an atom: 0.93 eV/Å
- HOMO energy: -8.38 eV
- Energy above the lowest of the compared OMol25 structures with the same formula, charge and spin: 15.2 kcal/mol
- LUMO energy: 0.75 eV
- Structure (SMILES): C/C=C/N.O.O

These are the natural (NBO) partial charges, in e, on atoms 1 to 5: -0.64 -0.28 0.00 -0.82 0.21

---

Formula: C5H10O
Source: the Open Molecules 2025 dataset
Level of theory: ωB97M-V with the def2-TZVPD basis set

```
! wB97M-V def2-TZVPD RIJCOSX def2/J DEFGRID3
* xyz 0 1
C -1.216 -0.820 -0.326
C -0.169 0.275 -0.123
C -0.794 1.520 0.507
C 0.988 -0.221 0.748
C 2.395 -1.618 -1.480
O 2.013 -0.773 -2.135
H -2.076 -0.448 -0.895
H -1.587 -1.183 0.641
H -0.799 -1.679 -0.866
H 0.220 0.559 -1.111
H -0.054 2.322 0.614
H -1.626 1.903 -0.096
H -1.183 1.286 1.506
H 1.793 0.524 0.792
H 0.647 -0.424 1.768
H 1.422 -1.161 0.389
*
```

Calculated values
- Largest force on an atom: 1.40 eV/Å
- HOMO energy: -11.37 eV
- Energy above the lowest of the compared OMol25 structures with the same formula, charge and spin: 9.3 kcal/mol
- LUMO energy: 1.14 eV

These are the natural (NBO) partial charges, in e, on atoms 1 to 5: -0.60 -0.23 -0.60 -0.61 0.51

---

LUMO energy of number 2 (C21H32N4O3)? 0.72 eV